{"formula": "C19H18NOPmSe", "method": "ωB97M-V/def2-TZVPD", "species": ["C", "C", "C", "H", "C", "C", "H", "H", "H", "H", "C", "C", "C", "H", "C", "C", "H", "H", "H", "H", "Pm", "O", "C", "C", "H", "H", "H", "H", "C", "C", "C", "H", "C", "H", "C", "H", "C", "H", "Se", "C", "N"], "coordinates": [[-1.648, -1.359, 3.694], [-0.226, -1.089, 3.850], [0.062, 0.101, 3.170], [0.503, -1.820, 4.303], [-1.198, 0.588, 2.570], [-2.216, -0.354, 2.824], [-3.292, -0.312, 2.526], [-2.296, -2.130, 4.178], [1.063, 0.545, 3.013], [-1.260, 1.458, 1.883], [0.340, -3.460, 0.331], [-0.391, -4.099, 1.360], [-1.804, -3.690, 1.241], [0.082, -4.494, 2.319], [-1.917, -2.912, 0.024], [-0.626, -2.870, -0.580], [-0.336, -2.279, -1.467], [1.438, -3.499, 0.244], [-2.751, -3.918, 1.850], [-2.882, -2.530, -0.388], [-0.431, -1.242, 1.190], [0.778, 1.212, -0.947], [1.953, 1.906, -0.458], [0.914, 2.650, -1.260], [1.970, 2.079, 0.641], [2.918, 1.673, -0.964], [0.230, 3.313, -0.689], [0.657, 5.114, -2.293], [0.995, 4.400, -3.049], [1.169, 3.051, -2.657], [1.597, 2.106, -3.611], [1.704, 1.055, -3.324], [1.843, 2.511, -4.926], [2.163, 1.773, -5.664], [1.678, 3.849, -5.302], [1.873, 4.163, -6.330], [1.252, 4.791, -4.355], [1.114, 5.833, -4.634], [-2.161, -5.108, 4.885], [-1.609, -3.913, 3.803], [-1.254, -3.095, 2.999]], "forces_ev_per_angstrom": [[-1.41, 2.44, 0.87], [-0.23, -0.29, 0.70], [-1.40, 2.05, 0.01], [-0.99, 1.18, -0.39], [2.33, 1.69, 0.10], [-0.42, -0.76, 1.15], [1.20, 0.08, 0.39], [0.61, 2.57, 0.29], [-0.69, -0.12, 0.24], [0.01, -0.50, 0.67], [-1.15, -1.72, -0.82], [0.83, -0.01, -0.53], [-1.29, -0.61, -3.23], [-0.67, -0.02, -2.18], [-0.53, -1.46, 0.42], [1.37, 0.60, -1.14], [-0.31, -0.54, 0.31], [-0.66, 0.00, -0.20], [1.78, -0.18, -1.60], [1.03, -0.39, 0.36], [-0.46, -1.41, 0.98], [0.46, 0.94, 0.02], [-0.52, 0.69, -0.31], [0.41, -0.71, 1.53], [0.09, -0.26, -0.85], [-0.88, 0.02, 0.45], [0.41, -0.66, -0.37], [0.08, -0.10, -0.32], [0.05, -0.89, 0.50], [0.12, 0.01, -1.18], [-0.20, 0.45, 0.15], [-0.03, 0.43, -0.10], [-0.02, 0.19, 0.08], [-0.09, 0.23, 0.20], [-0.07, -0.04, 0.30], [-0.07, -0.14, 0.34], [0.11, -0.24, -0.15], [0.05, -0.21, -0.02], [-0.67, -1.16, 1.09], [1.99, 1.84, -2.31], [-0.15, -2.95, 4.55]], "lowdin_charge": [-0.21, -0.18, -0.30, 0.13, -0.33, -0.21, 0.12, 0.11, 0.10, 0.10, -0.27, -0.14, -0.18, 0.13, -0.24, -0.35, 0.09, 0.11, 0.14, 0.11, 1.80, -0.12, -0.09, -0.21, 0.12, 0.13, 0.16, 0.11, -0.04, -0.19, -0.03, 0.12, -0.08, 0.11, -0.08, 0.11, -0.08, 0.10, 0.64, -0.98, -0.23], "lumo_energy_ev": [-0.60, -0.54], "orbital_gap_ev": [5.66, 5.72], "total_energy_ha": -3874.261916, "spin_multiplicity": 5, "de_lowest_ev": 0.0000, "total_charge": 0, "homo_ev": [-6.26, -6.26]}

---

{"formula": "C25H39BF6N3O6PReS2", "method": "ωB97M-V/def2-TZVPD", "species": ["Re", "F", "C", "F", "F", "S", "O", "O", "N", "S", "O", "O", "C", "F", "F", "F", "C", "C", "C", "C", "C", "C", "C", "C", "O", "B", "O", "C", "C", "H", "H", "H", "H", "H", "H", "H", "H", "H", "H", "H", "H", "C", "C", "C", "P", "C", "C", "C", "C", "C", "C", "H", "H", "H", "H", "H", "H", "H", "H", "H", "H", "H", "H", "H", "H", "H", "H", "H", "H", "H", "H", "H", "C", "N", "C", "C", "N", "C", "H", "H", "H", "H", "H", "H"], "coordinates": [[0.459, -1.431, 0.502], [0.905, -3.926, 4.851], [0.697, -2.654, 4.609], [1.852, -1.998, 4.580], [-0.105, -2.123, 5.503], [-0.005, -2.443, 2.906], [0.120, -1.005, 2.632], [0.823, -3.237, 2.020], [-1.477, -2.931, 3.031], [-2.249, -2.992, 1.659], [-2.755, -4.251, 1.274], [-1.451, -2.295, 0.617], [-3.692, -1.850, 1.904], [-4.126, -1.487, 0.703], [-4.649, -2.451, 2.569], [-3.281, -0.775, 2.577], [-1.529, 6.773, 0.223], [-2.505, 5.975, 1.100], [-3.932, 6.483, 0.858], [-2.149, 6.226, 2.595], [-2.361, 4.492, 0.889], [-3.516, 3.641, 0.875], [-3.445, 2.284, 0.700], [-2.169, 1.748, 0.545], [-1.795, 0.490, 0.358], [-0.366, 0.473, 0.244], [0.080, 1.798, 0.373], [-1.006, 2.577, 0.563], [-1.082, 3.927, 0.741], [-1.700, 7.836, 0.381], [-1.690, 6.554, -0.834], [-0.487, 6.569, 0.464], [-3.939, 7.569, 0.925], [-4.633, 6.109, 1.606], [-4.290, 6.205, -0.135], [-2.243, 7.294, 2.789], [-1.128, 5.915, 2.818], [-2.834, 5.689, 3.253], [-4.494, 4.082, 0.996], [-4.329, 1.663, 0.675], [-0.188, 4.532, 0.758], [-1.331, -0.608, -2.723], [0.034, -1.153, -3.177], [-0.096, -1.886, -4.519], [0.844, -2.166, -1.842], [0.352, -3.940, -2.088], [-1.158, -4.163, -2.174], [0.985, -4.814, -1.008], [2.674, -2.102, -2.197], [3.122, -2.895, -3.422], [3.134, -0.639, -2.301], [-1.974, -0.452, -3.589], [-1.212, 0.349, -2.219], [-1.840, -1.287, -2.036], [0.717, -0.312, -3.318], [-0.936, -2.577, -4.526], [0.798, -2.437, -4.798], [-0.282, -1.146, -5.299], [0.790, -4.201, -3.055], [-1.651, -3.941, -1.236], [-1.350, -5.213, -2.398], [-1.622, -3.569, -2.958], [0.551, -4.611, -0.031], [2.067, -4.674, -0.946], [0.796, -5.864, -1.232], [3.130, -2.558, -1.316], [2.692, -2.499, -4.340], [2.884, -3.956, -3.348], [4.206, -2.811, -3.514], [3.011, -0.275, -3.321], [4.197, -0.570, -2.065], [2.581, 0.015, -1.628], [5.244, 1.105, 1.757], [4.278, 0.060, 1.451], [4.523, -1.296, 1.494], [3.380, -1.911, 1.106], [2.437, -0.936, 0.816], [3.026, 0.242, 1.050], [5.837, 0.814, 2.620], [4.725, 2.035, 1.971], [5.918, 1.259, 0.915], [5.473, -1.710, 1.787], [3.161, -2.962, 1.041], [2.549, 1.200, 0.919]], "forces_ev_per_angstrom": [[0.84, 1.80, -1.49], [-0.09, -0.05, -0.05], [0.02, 0.02, 0.10], [0.01, -0.02, 0.00], [-0.08, 0.03, -0.01], [-0.23, -1.52, 2.39], [-0.01, 0.43, -0.77], [0.39, -0.36, -0.12], [0.17, 0.01, 0.00], [-0.47, -0.20, -0.19], [-0.08, -0.11, 0.10], [0.05, 0.60, -0.07], [0.00, 0.25, 0.09], [0.03, -0.04, 0.09], [0.08, -0.11, 0.02], [-0.02, -0.07, -0.15], [-0.05, -0.18, -0.12], [0.01, 0.27, 0.40], [0.07, -0.16, -0.11], [-0.05, -0.11, -0.20], [0.28, 0.12, -0.09], [-0.22, -0.43, -0.04], [-0.22, 0.11, 0.05], [0.20, -0.50, -0.13], [-1.19, 1.05, 0.06], [1.07, -2.24, -0.12], [-0.06, 0.87, 0.03], [0.26, 0.09, -0.05], [0.09, 0.02, 0.01], [0.01, 0.01, 0.01], [0.02, 0.05, 0.00], [0.00, 0.04, 0.01], [0.00, 0.01, 0.01], [-0.02, 0.01, -0.01], [-0.04, 0.06, 0.01], [0.01, 0.00, 0.05], [0.01, 0.03, 0.02], [0.02, 0.03, 0.04], [0.04, 0.08, 0.00], [0.02, -0.04, 0.01], [-0.03, 0.01, -0.02], [0.18, 0.02, 0.03], [-0.08, -0.27, 0.15], [0.08, 0.04, -0.04], [-0.22, -0.03, -0.18], [0.05, 0.22, -0.10], [0.09, 0.00, -0.08], [0.04, 0.03, -0.07], [-0.17, 0.13, 0.09], [0.03, -0.09, 0.04], [0.02, -0.16, 0.00], [0.00, 0.01, 0.01], [-0.07, 0.02, 0.00], [-0.09, 0.00, -0.04], [0.02, 0.02, 0.04], [0.03, 0.01, 0.00], [-0.05, -0.01, -0.04], [-0.01, -0.01, -0.01], [-0.04, 0.03, 0.00], [-0.10, 0.04, 0.19], [0.03, 0.00, -0.01], [-0.04, -0.04, 0.05], [-0.02, 0.02, 0.08], [0.00, -0.05, 0.02], [0.04, 0.00, -0.02], [-0.01, 0.02, -0.02], [0.05, 0.00, 0.00], [0.02, 0.02, -0.02], [0.00, 0.00, 0.02], [-0.05, 0.04, 0.01], [0.00, 0.01, 0.01], [0.05, 0.09, -0.06], [0.33, 0.22, -0.02], [-0.26, 0.13, -0.07], [-0.12, -0.41, -0.15], [0.40, 0.11, 0.15], [-0.74, -0.07, 0.25], [0.00, 0.05, -0.07], [-0.10, -0.02, 0.05], [-0.05, -0.04, 0.02], [-0.07, -0.05, -0.03], [0.02, 0.10, 0.04], [-0.03, 0.01, 0.00], [0.02, 0.00, 0.04]], "lowdin_charge": [1.30, 0.20, -0.69, 0.17, 0.20, 0.64, -0.34, -0.33, -0.24, 0.69, -0.18, -0.46, -0.67, 0.17, 0.20, 0.15, -0.03, -0.55, -0.05, -0.01, -0.08, 0.06, 0.08, -0.14, 0.14, -0.59, 0.17, -0.14, 0.10, 0.10, 0.10, 0.08, 0.10, 0.09, 0.10, 0.10, 0.09, 0.10, 0.12, 0.14, 0.14, -0.10, -0.49, -0.08, 1.01, -0.51, -0.08, -0.09, -0.52, -0.08, -0.11, 0.09, 0.06, 0.07, 0.10, 0.07, 0.06, 0.10, 0.10, 0.05, 0.10, 0.06, 0.05, 0.07, 0.10, 0.07, 0.07, 0.08, 0.10, 0.09, 0.09, 0.05, 0.03, -0.08, 0.00, -0.10, -0.14, -0.09, 0.11, 0.10, 0.11, 0.14, 0.12, 0.15], "lumo_energy_ev": [-7.24, -8.59], "orbital_gap_ev": [6.60, 5.22], "total_energy_ha": -3431.256552, "spin_multiplicity": 2, "total_charge": 2, "homo_ev": [-13.83, -13.81]}

---

{"formula": "C15H26N2OS", "method": "ωB97M-V/def2-TZVPD", "species": ["O", "C", "C", "C", "C", "C", "C", "C", "C", "N", "C", "C", "S", "C", "C", "C", "N", "C", "C", "H", "H", "H", "H", "H", "H", "H", "H", "H", "H", "H", "H", "H", "H", "H", "H", "H", "H", "H", "H", "H", "H", "H", "H", "H", "H"], "coordinates": [[-1.348, -0.190, 0.329], [-0.143, -0.044, 0.399], [0.545, 0.805, -0.699], [-0.156, 1.051, -1.957], [0.564, 1.930, -2.913], [0.077, 1.973, -4.409], [-0.347, 3.358, -4.726], [-0.236, 4.146, -3.413], [0.639, 3.376, -2.477], [0.605, -0.844, 1.329], [2.040, -0.621, 1.500], [2.724, -1.970, 1.915], [1.481, -2.900, 3.024], [-0.002, -1.901, 2.225], [-0.766, -1.042, 3.273], [-2.015, -1.694, 3.892], [-1.867, -3.145, 4.002], [-1.810, -3.853, 2.712], [-0.826, -3.165, 1.718], [1.426, 0.330, -0.929], [0.766, 1.777, -0.228], [-1.170, 1.329, -1.751], [-0.106, 0.063, -2.319], [1.620, 1.584, -2.980], [-0.706, 1.238, -4.539], [0.869, 1.626, -5.076], [-1.430, 3.461, -4.929], [0.163, 3.895, -5.563], [0.106, 5.137, -3.631], [-1.224, 4.165, -3.024], [1.731, 3.570, -2.582], [0.409, 3.688, -1.427], [2.613, -0.351, 0.655], [2.081, 0.139, 2.260], [3.562, -1.619, 2.487], [3.055, -2.579, 1.077], [-1.124, -0.035, 2.835], [0.018, -0.839, 4.024], [-2.848, -1.430, 3.179], [-2.216, -1.272, 4.895], [-1.094, -3.454, 4.573], [-2.804, -4.061, 2.219], [-1.296, -4.810, 2.852], [-1.391, -2.893, 0.821], [-0.168, -3.926, 1.378]], "forces_ev_per_angstrom": [[-0.19, 0.17, 0.48], [-0.51, -2.19, -0.26], [0.12, 1.77, 3.72], [-1.15, -1.01, -0.34], [1.33, -0.01, -0.54], [0.45, -1.56, 0.56], [-1.25, 2.09, -0.51], [0.53, 0.06, -0.92], [1.70, 0.96, 0.81], [0.03, -0.27, -2.66], [-0.76, -2.21, 1.24], [-1.49, 0.83, 1.06], [0.50, 2.46, -1.37], [-0.41, -0.37, 0.79], [-0.06, 1.11, 0.28], [0.40, -0.15, -0.65], [-1.19, -0.71, -0.49], [1.02, 0.51, 0.08], [-1.15, 1.87, -1.88], [2.45, -0.85, -0.36], [0.39, -0.22, 0.15], [-0.73, 0.23, -0.22], [-0.97, -1.37, -1.39], [-0.59, -0.17, 0.30], [-0.43, -0.11, -0.05], [0.14, 0.08, 0.11], [0.51, -0.52, -0.59], [-0.08, -0.79, 0.63], [0.05, 0.75, 0.26], [-0.88, 0.41, 0.70], [-0.71, 0.82, -0.09], [0.04, -0.90, -0.60], [-0.04, 0.82, -1.29], [0.93, 0.24, 0.55], [0.61, -0.49, 0.47], [-0.27, 0.06, -0.01], [0.88, -1.64, 0.43], [-0.58, 0.22, 0.02], [0.44, -0.63, 0.96], [-0.07, -0.13, -0.58], [0.03, 0.38, 0.15], [0.87, 0.54, 0.76], [-0.69, -0.11, 0.54], [-0.05, 0.38, 0.05], [0.84, -0.33, -0.32]], "lowdin_charge": [0.06, -0.36, -0.13, -0.20, -0.31, -0.14, -0.20, -0.20, -0.18, -0.04, -0.20, -0.37, 0.88, -0.49, -0.18, -0.21, -0.08, -0.21, -0.20, 0.08, 0.13, 0.13, 0.12, 0.14, 0.11, 0.11, 0.11, 0.12, 0.10, 0.10, 0.12, 0.13, 0.10, 0.12, 0.06, 0.07, 0.13, 0.09, 0.13, 0.11, 0.09, 0.12, 0.10, 0.10, 0.05], "lumo_energy_ev": 0.63, "smiles": "O=C(CCC1CCCC1)N1CCSC12CCNCC2", "orbital_gap_ev": 9.05, "total_energy_ha": -1170.005861, "spin_multiplicity": 1, "de_lowest_ev": 3.5723, "total_charge": 0, "homo_ev": -8.42}